Computed, not measured: a 11-piece molecular cluster, C65H155N9O5 overall in a non-equilibrium geometry, with ωB97M-V/def2-TZVPD.

charge	0
2S+1	1
E_HOMO	-8.19	eV
SMILES string	CC1(C)CCCC(C)(C)N1O.CC1(C)CCCC(C)(C)N1O.CC1(C)CCCC(C)(C)N1O.CCN(CC)CC.CCN(CC)CC.CCN(CC)CC.CCN(CC)CC.CCN(CC)CC.CCN(CC)CC.CO.CO
HOMO-LUMO gap	8.70	eV
energy	-3438.2759	hartree

XYZ file:
```
234
Properties=species:S:1:pos:R:3:mulliken_charge:R:1
C -4.49059 -0.21688 3.02195 -1.356
C -3.76159 -0.64129 4.31881 1.460
C -2.60825 0.37578 4.49882 -1.156
C -4.73587 -0.50791 5.53264 -1.221
C -4.15997 -1.08248 6.80353 -0.656
C -3.68292 -2.50885 6.58347 -1.637
C -2.72949 -2.68841 5.40810 1.681
C -1.31499 -2.30815 5.82578 -1.180
C -2.75137 -4.19796 5.19581 -2.100
N -3.41105 -2.06207 4.21080 0.801
O -2.54533 -2.20203 3.02721 1.269
H -4.71741 0.85591 3.04369 0.931
H -3.89678 -0.39473 2.12360 -0.259
H -5.35439 -0.88423 2.89947 -0.289
H -2.91360 1.34275 4.16899 0.655
H -2.27023 0.50279 5.54061 0.407
H -1.74997 0.09905 3.85809 -0.622
H -5.05719 0.54337 5.62405 0.316
H -5.66755 -1.05522 5.27775 0.301
H -3.32866 -0.46465 7.16758 0.304
H -4.86659 -1.06500 7.63699 0.509
H -4.56847 -3.06267 6.30858 0.442
H -3.25205 -2.92814 7.46623 0.503
H -0.65108 -2.38820 4.93470 0.033
H -0.88860 -2.97076 6.63136 0.405
H -1.29832 -1.32855 6.24348 0.063
H -2.13240 -4.61262 4.45071 0.154
H -3.73689 -4.46343 4.83257 0.346
H -2.52693 -4.64980 6.15164 0.555
H -3.15478 -2.71660 2.46028 -0.578
C 2.54978 4.54467 1.01203 -2.078
C 2.45041 4.69996 -0.50333 2.376
C 3.26104 3.51109 -1.02654 -0.119
C 0.97956 4.63691 -0.86376 -1.111
C 0.73486 4.89539 -2.33899 0.528
C 1.26497 6.29928 -2.61665 -1.692
C 2.72324 6.60609 -2.19297 1.925
C 3.50049 5.97923 -3.33772 -1.691
C 2.99841 8.08495 -2.08766 -2.055
N 2.88914 6.03262 -0.81694 0.014
O 4.23025 6.20825 -0.46274 -0.516
H 2.03762 5.41114 1.42495 0.613
H 2.02326 3.63180 1.27737 0.125
H 3.59033 4.44420 1.35785 0.211
H 3.22451 3.50158 -2.10878 -0.290
H 4.29955 3.62969 -0.76938 0.426
H 2.87438 2.58644 -0.63896 -0.161
H 0.55716 3.73292 -0.39915 -0.260
H 0.39985 5.47182 -0.40055 0.444
H 1.26370 4.18015 -2.93431 -0.432
H -0.28708 4.81861 -2.68548 0.816
H 0.52008 6.96983 -2.17534 0.367
H 1.21645 6.46867 -3.73805 0.222
H 4.56252 5.80107 -3.19922 0.299
H 3.25670 6.51189 -4.23020 0.539
H 3.15610 4.97365 -3.52802 0.324
H 2.61344 8.59204 -2.97858 0.372
H 4.06898 8.28525 -1.84927 0.303
H 2.44969 8.42339 -1.24172 0.529
H 4.71008 5.77308 -1.18760 0.405
C 0.93761 0.91539 1.11606 -0.572
C 0.18689 -0.40049 0.82978 3.390
C 0.47171 -1.43402 1.87183 0.155
C -1.34906 -0.28629 0.80889 -0.986
C -1.81915 0.58034 -0.35144 -0.695
C -1.31118 0.05563 -1.65383 -0.232
C 0.18982 -0.30975 -1.70353 2.591
C 0.51332 -1.17797 -2.91748 -0.971
C 0.92244 0.97527 -1.86754 -0.255
N 0.48568 -1.12810 -0.44652 0.177
O 1.89098 -1.34867 -0.47292 1.200
H 1.96402 0.78293 0.79412 -0.455
H 0.44649 1.84358 0.72634 -0.525
H 0.88328 0.93247 2.20319 0.135
H 0.07682 -1.18416 2.88711 -0.911
H 0.00565 -2.37664 1.61391 -0.727
H 1.52850 -1.57488 1.93975 -0.348
H -1.83380 -1.24643 0.69696 -0.107
H -1.64051 0.21000 1.75338 -0.195
H -2.88984 0.59882 -0.36946 0.864
H -1.51187 1.58781 -0.25105 0.346
H -1.42417 0.80052 -2.42784 0.591
H -1.91057 -0.83168 -1.93082 -1.135
H 0.34046 -0.70707 -3.88532 -0.618
H -0.08873 -2.09636 -2.81947 -0.020
H 1.58036 -1.38424 -2.91281 0.195
H 1.97599 0.89750 -1.55407 -0.311
H 0.53549 1.74261 -1.25215 -0.311
H 0.90231 1.32019 -2.89719 -0.104
H 2.01138 -2.25541 -0.20742 -0.473
C -6.20420 0.05972 -2.38616 -1.852
C -4.83009 -0.37782 -2.95299 1.102
N -5.01699 -1.08642 -4.22844 0.233
C -3.75146 -1.83966 -4.51404 -0.038
C -3.55929 -2.96371 -3.53123 -1.060
C -5.34814 -0.21607 -5.30825 -0.168
C -5.90581 -0.90099 -6.52432 -1.571
H -7.02546 -0.65340 -2.47577 0.290
H -6.46402 0.92160 -3.00467 0.530
H -6.14027 0.44192 -1.37746 0.450
H -4.14850 0.45935 -3.06755 0.208
H -4.34406 -1.05763 -2.24269 -0.883
H -3.81349 -2.17230 -5.54216 0.600
H -2.84662 -1.22237 -4.55603 -0.210
H -3.44065 -2.66537 -2.48443 -0.245
H -4.44246 -3.60324 -3.51250 0.402
H -2.61964 -3.46953 -3.78284 0.462
H -4.61847 0.48356 -5.66069 0.307
H -6.12056 0.46331 -4.95300 0.311
H -6.73129 -1.58176 -6.28101 0.328
H -5.22054 -1.47807 -7.12776 0.342
H -6.32790 -0.20633 -7.24456 0.473
C 0.95607 1.06852 5.02728 -0.099
C 1.03287 0.82440 6.53486 -1.494
N 2.36373 0.62897 7.05334 0.081
C 3.21824 1.85335 6.85560 0.027
C 4.48976 1.70065 7.69489 -1.416
C 3.06572 -0.55446 6.57364 0.152
C 2.30940 -1.89935 6.74812 -1.034
H 1.43678 2.01339 4.78666 0.428
H -0.06866 1.27262 4.76173 0.238
H 1.35281 0.24564 4.40086 0.000
H 0.49752 1.59488 7.12234 0.390
H 0.35934 -0.03258 6.79717 0.267
H 3.46061 2.10446 5.79817 0.017
H 2.69013 2.66215 7.36628 0.360
H 4.97296 2.66838 7.92107 0.407
H 4.26151 1.27845 8.66177 0.375
H 5.17875 0.99682 7.18538 0.303
H 4.01755 -0.65767 7.11901 0.416
H 3.37836 -0.49471 5.51330 -0.129
H 2.85785 -2.67555 6.21882 0.507
H 1.36550 -1.98283 6.23294 -0.092
H 2.14537 -2.28249 7.75776 0.307
C -1.11050 -0.36777 -7.00513 -1.550
C -0.15298 0.72344 -6.60356 1.302
N -0.55142 2.08480 -6.97595 0.226
C -0.86966 2.27228 -8.32873 -0.929
C 0.28868 2.29101 -9.35234 -1.138
C 0.27603 3.12620 -6.35618 0.684
C -0.20786 4.58273 -6.59296 -1.553
H -0.85331 -1.31969 -6.47330 0.405
H -1.05767 -0.45491 -8.08754 0.506
H -2.05337 -0.10759 -6.60076 0.292
H 0.00950 0.74593 -5.49874 -1.209
H 0.79204 0.44855 -7.08403 0.165
H -1.49250 1.47060 -8.70595 0.444
H -1.49983 3.12917 -8.43828 0.534
H -0.13764 2.25913 -10.33768 0.456
H 0.92523 3.19962 -9.26402 0.262
H 0.96927 1.43233 -9.26375 0.256
H 1.32866 3.14302 -6.63186 0.208
H 0.32427 2.91693 -5.22899 -0.426
H 0.00460 4.92703 -7.60881 0.368
H 0.32812 5.22910 -5.90586 0.263
H -1.25697 4.67178 -6.43708 0.421
C 5.19043 0.50003 -1.10722 -0.212
C 6.15147 1.35008 -0.19998 -1.512
N 6.54673 0.76058 1.07414 0.058
C 5.42491 0.45932 1.96933 -0.042
C 4.58836 1.67237 2.44555 0.210
C 7.37459 -0.43233 0.90702 0.168
C 8.52600 -0.35881 -0.03364 -1.629
H 4.13688 0.47443 -0.81335 -0.133
H 5.53679 -0.54471 -1.15987 0.394
H 5.18669 0.87140 -2.14686 0.420
H 7.04012 1.49028 -0.84845 0.487
H 5.64977 2.33399 -0.09786 0.315
H 4.65586 -0.08836 1.36507 -0.343
H 5.75921 -0.20042 2.76983 0.593
H 5.25965 2.36473 3.01577 0.513
H 4.30462 2.23736 1.54518 -0.920
H 3.75784 1.30135 3.00226 -0.068
H 6.72884 -1.28306 0.68590 -0.133
H 7.75361 -0.67240 1.88521 0.607
H 8.95889 0.62121 0.08569 0.384
H 8.18109 -0.45690 -1.05674 0.281
H 9.28690 -1.06905 0.19909 0.462
C 1.18614 -4.51502 -1.86829 -0.775
C 2.57186 -4.25793 -1.44060 -0.524
N 2.68420 -3.95862 -0.02730 0.704
C 1.98524 -4.82161 0.91566 0.032
C 2.28240 -6.33916 0.86571 -1.682
C 4.06999 -3.57758 0.33274 -0.882
C 4.25485 -3.09328 1.77155 -0.935
H 0.76161 -5.48863 -1.68233 0.346
H 1.10942 -4.34248 -2.92879 0.475
H 0.58369 -3.79040 -1.29656 -0.257
H 3.19362 -5.11559 -1.79797 0.433
H 2.92366 -3.33296 -1.90249 0.241
H 2.04549 -4.50941 1.95816 0.607
H 0.94133 -4.74465 0.66330 -0.508
H 3.35432 -6.46804 1.01734 0.356
H 1.67650 -6.93776 1.54839 0.453
H 2.10467 -6.83788 -0.10029 0.231
H 4.36384 -2.76353 -0.31520 0.375
H 4.79785 -4.35580 0.14674 0.472
H 4.22494 -3.94418 2.48263 0.366
H 3.60731 -2.28413 2.08871 -0.267
H 5.22891 -2.67185 1.79741 0.466
C -2.27810 -4.36391 0.51210 -0.195
C -3.52579 -4.85667 1.22025 -1.290
N -4.44192 -3.76530 1.55476 1.121
C -5.60299 -4.25600 2.29915 -1.140
C -6.36707 -3.23518 3.13602 -0.888
C -4.80211 -2.94838 0.35304 0.812
C -5.71872 -3.56420 -0.68024 -1.722
H -2.39836 -3.90213 -0.49443 0.015
H -1.47000 -5.14277 0.47697 0.465
H -1.74344 -3.56797 1.05040 -0.225
H -4.01516 -5.61389 0.64627 0.732
H -3.27335 -5.35710 2.16198 0.431
H -6.30801 -4.83856 1.65670 0.437
H -5.23805 -5.03931 2.97520 0.616
H -7.22125 -3.74306 3.61543 0.519
H -5.75871 -2.73114 3.86248 -0.103
H -6.81651 -2.43024 2.54109 0.288
H -3.87487 -2.63544 -0.16272 -1.272
H -5.18963 -1.98455 0.60628 0.381
H -6.71437 -3.65772 -0.29456 0.472
H -5.35075 -4.53873 -1.05953 0.209
H -5.85464 -2.91730 -1.53822 0.274
C -4.92646 3.33381 0.64478 -0.118
O -5.56103 2.82495 1.78715 -0.427
H -5.67897 3.54786 -0.14042 0.260
H -4.44587 4.30191 0.84002 0.331
H -4.22586 2.58180 0.29094 -0.174
H -6.12653 3.50320 2.17280 0.251
C 3.25388 1.50025 -4.51305 0.960
O 4.28928 0.70751 -5.15874 -0.601
H 3.20068 1.41223 -3.43401 -0.491
H 3.35208 2.54017 -4.91662 0.089
H 2.30852 1.22110 -4.89845 -0.216
H 4.18160 -0.16296 -4.74638 0.347
```